(1)
Here is a 3-piece molecular cluster, C3H9NO2 overall in a non-equilibrium geometry from the Open Molecules 2025 dataset. Energies are from ωB97M-V/def2-TZVPD.

The geometry in ORCA input format:
```
! wB97M-V def2-TZVPD RIJCOSX def2/J DEFGRID3
* xyz 0 1
C 0.63964 -0.89669 -0.09432
C -0.00265 0.09625 0.85604
C -0.71566 1.20595 0.40492
N -1.22088 1.18476 -0.83226
O 1.98894 -0.37884 2.67224
H 0.62552 -0.41395 -1.06704
H -0.05111 -1.72528 -0.19310
H 1.62188 -1.14665 0.25200
H -0.80975 2.11745 0.99528
H 0.68169 0.01336 1.79980
H -1.11825 0.40873 -1.55944
H -1.90326 2.04595 -1.01967
H 1.85687 -0.89582 3.48165
H -0.99089 -0.86603 -3.29341
O -0.60210 -0.74919 -2.40270
*
```


(2)
Here is one molecule with the formula C4H12N2O in a non-equilibrium geometry from the Open Molecules 2025 dataset. Energies are from ωB97M-V/def2-TZVPD.

Values from the calculation:
SMILES string: CNC[C@@H](N)CO

The geometry in ORCA input format:
```
! wB97M-V def2-TZVPD RIJCOSX def2/J DEFGRID3
* xyz 0 1
N 1.01223 0.34887 -1.32317
C 0.25275 -0.47270 -0.39095
C 0.79522 -1.86810 -0.29295
O 0.55004 -2.55459 -1.55227
C -0.02986 0.11382 1.01078
N -0.38724 1.53556 1.06194
C -1.65062 1.78921 0.39559
H 0.71884 1.30379 -1.18557
H 1.99654 0.35099 -1.07670
H -0.77240 -0.46029 -0.79522
H 0.48335 -2.53777 0.50333
H 1.87837 -1.71343 -0.18390
H 1.41898 -2.74692 -1.88865
H -0.83483 -0.47108 1.46649
H 0.90420 -0.01325 1.58171
H -0.35272 1.78208 2.03998
H -1.61562 1.49668 -0.65209
H -2.45793 1.26848 0.93541
H -1.90929 2.84865 0.34626
*
```


Number 1: gap between HOMO and LUMO 4.45 eV. Number 2: gap between HOMO and LUMO 9.99 eV.